15
Properties=species:S:1:pos:R:3:forces:R:3 method="wB97M-V/def2-TZVPD" fmax_ev_per_a=8.9 spin_multiplicity=1 homo_energy_ev=-1.4 charge=-2 homo_lumo_gap_ev=7.654 smiles="O=C1N=C([O-])C[C@]1(O)S(=O)(=O)[O-]" total_energy_ev=-28806.037 e_lumo_ev=6.263
O -0.337 3.148 -1.132 -1.04 -7.47 -1.77
C -0.430 1.657 -1.427 1.90 8.65 1.23
N -0.071 1.112 -2.567 -1.10 -0.47 -0.22
C 0.087 -0.232 -2.314 1.88 -1.44 -1.60
O 0.319 -1.134 -3.162 -0.72 1.67 1.26
C 0.262 -0.483 -0.829 -4.41 0.61 -1.25
C -0.452 0.746 -0.251 -0.93 -1.51 1.18
O 0.097 1.273 0.916 -1.46 1.23 0.80
S -2.106 0.165 0.382 0.19 -0.63 4.93
O -2.616 1.328 1.166 0.53 -0.10 -1.16
O -2.958 -0.298 -0.655 -0.93 -0.31 -2.13
O -1.799 -0.918 1.394 0.17 1.12 -1.93
H -0.139 -1.437 -0.580 -0.40 -0.61 0.53
H 1.220 -0.434 -0.580 4.34 0.21 0.95
H -0.725 1.774 1.313 2.00 -0.96 -0.81